[1]
ORCA calculation (the ωB97M-V functional and the def2-TZVPD basis) on a 8-piece molecular cluster, C36H45Cl14NO2 overall.

The geometry in XYZ format:
```
98
Properties=species:S:1:pos:R:3:forces:R:3
O 1.100317 4.195782 3.919880 0.33 0.79 0.06
C 0.576043 3.129009 4.046117 -0.46 -0.90 -0.59
N 0.675565 2.289658 5.139667 0.30 0.42 0.97
C -0.158903 1.178942 5.089032 -0.20 0.23 -0.98
O -0.377041 0.436134 5.999632 0.01 -0.47 0.62
C -0.710431 1.197474 3.699398 0.02 0.02 -0.21
C -1.498677 0.283985 3.029029 -0.27 -0.54 0.16
C -1.927681 -1.019730 3.663188 0.00 0.30 -0.39
C -1.110961 -2.215637 3.222884 0.34 -0.43 0.24
C -0.717629 -2.457620 1.909503 -0.03 -0.04 -0.09
C 0.013110 -3.594162 1.580631 -0.05 -0.06 0.39
C 0.370180 -4.504574 2.569063 -0.04 0.08 0.03
C -0.013269 -4.285980 3.887873 -0.08 0.17 -0.52
C -0.747987 -3.149201 4.195890 -0.01 0.01 0.07
C -1.890015 0.592583 1.719652 0.32 0.49 0.21
C -1.480721 1.768526 1.113723 -0.14 0.31 -0.20
C -1.851248 2.103311 -0.310457 0.45 -0.14 0.12
C -0.607951 2.182715 -1.179811 0.09 -0.15 -0.07
C -0.534806 3.059764 -2.247969 0.31 0.06 -0.29
C 0.621857 3.133033 -3.017511 0.25 0.18 -0.37
C 1.746899 2.362147 -2.758624 -0.75 -0.45 0.72
C 1.670584 1.453174 -1.698186 -0.59 0.54 -0.24
C 0.506540 1.378099 -0.941676 0.24 -0.29 0.05
C -0.671984 2.685216 1.800584 0.08 -0.02 0.11
C -0.292746 2.379130 3.084201 -0.17 -0.08 -0.09
H 1.055683 2.613227 6.016972 0.09 -0.06 -0.05
H -1.857115 -0.919631 4.740137 -0.09 -0.11 0.13
H -2.972614 -1.186599 3.395476 -0.10 -0.05 0.06
H -0.987474 -1.771215 1.119468 0.01 0.08 -0.03
H 0.298761 -3.782210 0.556932 0.01 0.07 -0.13
H 0.945595 -5.384139 2.315692 0.02 -0.05 -0.05
H 0.252565 -5.010569 4.642386 -0.02 0.05 0.19
H -1.064076 -2.974954 5.214262 0.06 -0.01 0.12
H -2.519065 -0.083823 1.158324 -0.09 -0.13 0.04
H -2.545706 1.364935 -0.708384 0.14 0.10 0.01
H -2.346192 3.073763 -0.322826 -0.11 0.07 -0.07
H -1.363974 3.702553 -2.513533 -0.12 0.01 0.14
H 0.661117 3.824021 -3.850057 -0.08 0.09 0.01
H 2.650531 2.451964 -3.329434 0.03 0.12 -0.27
H 2.496955 0.821354 -1.421049 0.10 -0.15 -0.08
H 0.504806 0.650025 -0.141203 -0.18 0.04 0.18
H -0.365872 3.596430 1.298817 0.08 -0.09 0.13
Cl -2.884206 -0.378143 -4.220986 0.04 0.00 0.03
C -4.236581 -1.336217 -3.558135 -0.01 -0.05 -0.03
C -5.227570 -0.474106 -2.823004 -0.10 -0.05 -0.08
Cl -4.530278 0.180470 -1.315841 -0.26 -0.06 -0.01
H -3.816418 -2.102285 -2.911430 0.02 0.02 0.00
H -4.722350 -1.826074 -4.398050 -0.04 0.03 0.00
H -6.096474 -1.066001 -2.544282 0.05 -0.06 0.04
H -5.558101 0.364000 -3.431530 0.10 0.06 0.04
Cl 4.700069 1.936331 -1.928917 0.54 0.06 0.11
C 6.317556 2.650022 -2.187262 -0.14 -0.18 0.09
C 6.374364 4.076711 -1.703709 0.07 0.01 0.05
Cl 5.390854 5.163274 -2.719346 -0.02 0.00 0.01
H 6.555855 2.567249 -3.243747 -0.30 -0.03 0.16
H 7.027900 2.042050 -1.629171 0.00 0.03 0.03
H 7.398697 4.440870 -1.746988 0.01 -0.01 -0.04
H 6.020029 4.162199 -0.679513 -0.08 -0.01 -0.03
Cl 8.684930 0.978984 -6.439104 -0.02 0.01 0.00
C 9.750642 2.401490 -6.316310 0.05 0.01 -0.07
C 10.076249 2.740194 -4.885077 0.16 0.07 0.01
Cl 8.647477 3.345326 -4.003709 0.46 0.09 -0.25
H 9.260736 3.231533 -6.818760 -0.05 -0.01 0.03
H 10.667500 2.161906 -6.852132 0.01 -0.03 0.04
H 10.827920 3.527298 -4.854290 -0.04 0.03 -0.04
H 10.458163 1.876375 -4.347405 -0.08 -0.03 0.00
Cl -4.802205 -4.460933 -5.306394 0.04 -0.03 -0.08
C -6.106537 -5.466000 -4.631034 -0.03 -0.10 -0.03
C -7.132469 -4.630611 -3.910269 -0.10 -0.08 0.00
Cl -6.467199 -3.931222 -2.407907 -0.03 0.03 -0.01
H -5.657019 -6.200131 -3.966735 0.07 0.06 0.02
H -6.570553 -5.990179 -5.464820 -0.04 0.05 -0.01
H -7.980468 -5.249591 -3.622488 0.04 -0.04 0.03
H -7.493787 -3.816927 -4.534085 0.07 0.04 0.03
Cl -1.590213 -7.079952 -5.210650 -0.02 0.00 -0.01
C -0.591809 -5.630238 -4.924709 0.08 0.04 -0.06
C -0.500664 -5.283848 -3.461000 0.11 0.04 0.02
Cl -2.058976 -4.712561 -2.816676 -0.05 0.00 0.09
H -1.018611 -4.811888 -5.499078 -0.07 -0.02 0.03
H 0.402196 -5.847154 -5.312239 0.00 -0.03 0.03
H 0.218043 -4.478238 -3.319070 -0.02 0.03 -0.05
H -0.185094 -6.138621 -2.868210 -0.07 -0.03 -0.01
Cl -3.085144 -3.477487 7.115074 -0.08 -0.03 -0.03
C -2.588885 -3.889499 8.774546 -0.03 0.02 0.09
C -1.122208 -3.625433 8.999862 0.02 0.06 0.10
Cl -0.090204 -4.749960 8.078286 0.01 0.01 -0.03
H -2.838160 -4.932828 8.950193 0.04 -0.02 -0.06
H -3.180651 -3.272606 9.448882 0.03 0.05 -0.01
H -0.882685 -3.763070 10.053022 -0.02 -0.05 0.00
H -0.853206 -2.612360 8.710927 0.00 -0.02 -0.07
Cl -0.917882 5.977481 0.470011 -0.02 0.11 -0.14
C -0.217972 6.552941 2.007717 0.01 0.01 0.08
C -0.864908 7.827220 2.481833 -0.02 0.00 0.08
Cl -0.473079 9.218633 1.435880 -0.02 0.01 -0.01
H 0.851115 6.676612 1.860460 0.00 0.01 -0.05
H -0.371691 5.767092 2.741539 0.00 -0.03 0.04
H -0.501687 8.067776 3.479481 0.05 -0.01 -0.02
H -1.947317 7.733222 2.518661 0.00 0.01 -0.07
```
Forces are in eV/Å.

* charge: 0
* Kohn-Sham gap: 8.6 eV
* HOMO: -8.58 eV
* SMILES: O=C1NC(=O)c2c(Cc3ccccc3)cc(Cc3ccccc3)cc21.ClCCCl.ClCCCl.ClCCCl.ClCCCl.ClCCCl.ClCCCl.ClCCCl

[2]
ORCA calculation (the ωB97M-V functional and the def2-TZVPD basis) on C36H45N6O10P3Pb as an isolated structure.

The geometry in XYZ format:
```
101
Properties=species:S:1:pos:R:3:forces:R:3
Pb -1.528126 0.609556 0.381072 -0.04 -0.89 -0.08
O -3.244733 -1.801496 4.104852 0.07 0.17 -0.12
C -3.755907 -2.799913 3.361178 -0.04 -0.02 -0.06
C -3.995087 -4.020064 3.993241 -0.01 -0.01 -0.02
C -4.506989 -5.082861 3.278995 0.00 0.01 0.02
C -4.795610 -4.956403 1.921920 0.00 -0.01 -0.01
C -4.568199 -3.750028 1.294585 -0.01 0.00 0.01
C -4.055096 -2.654913 1.994679 0.03 0.02 0.08
C -3.777567 -1.390198 1.289846 -0.14 0.04 -0.15
O -3.188723 -0.441315 1.900404 0.16 -0.02 0.05
N -4.199894 -1.310548 0.013828 0.01 -0.18 0.06
N -3.695145 -0.230276 -0.560873 0.09 0.34 -0.05
C -4.098854 0.190184 -1.702783 -0.07 -0.12 0.02
C -3.554963 1.451588 -2.196905 -0.01 0.10 -0.02
C -3.965856 1.995790 -3.415141 -0.04 -0.06 0.05
C -3.502456 3.241823 -3.786169 -0.02 0.09 0.06
C -2.640093 3.928278 -2.941047 -0.05 -0.01 -0.04
C -2.261852 3.310796 -1.762655 0.04 -0.06 -0.09
N -2.693989 2.107368 -1.404504 -0.11 0.12 -0.01
H -3.074005 -1.056954 3.477189 -0.03 -0.10 0.07
H -3.758302 -4.108709 5.044820 0.01 0.01 0.02
H -4.679510 -6.025825 3.782454 0.00 -0.01 0.00
H -5.186394 -5.797254 1.366268 -0.02 -0.02 -0.02
H -4.777175 -3.618557 0.242108 0.00 -0.01 0.00
H -4.880893 -0.320668 -2.259717 -0.01 -0.02 0.02
H -4.653487 1.442587 -4.041127 -0.01 -0.01 -0.01
H -3.817913 3.683346 -4.722923 -0.01 0.00 -0.01
H -2.275479 4.915618 -3.184981 0.02 0.01 0.00
H -1.589992 3.794700 -1.066094 0.06 0.04 0.03
C 2.011457 -3.938015 -0.889035 -0.04 -0.01 -0.06
C 1.234857 -2.706214 -0.456237 0.01 0.01 0.18
O 1.269352 -1.763551 -1.514702 0.03 0.18 -0.21
P 1.935048 -1.937636 1.055664 0.03 -0.10 0.29
O 1.519544 -2.916450 2.221904 0.73 0.58 0.11
O 3.535282 -2.083991 1.020392 -0.05 0.18 -0.08
O 1.580120 -0.511322 1.159996 0.01 0.09 0.03
P -0.493883 -3.136904 0.028904 -0.14 0.25 -0.24
O -1.134255 -3.752935 -1.319242 0.06 0.20 0.14
O -0.387526 -4.186038 1.091652 -0.18 -0.17 0.01
O -1.161216 -1.834693 0.353260 -0.05 0.00 -0.30
H 3.045174 -3.679233 -1.125811 -0.01 0.02 0.01
H 1.548638 -4.352150 -1.785891 0.00 -0.01 0.00
H 1.984532 -4.697574 -0.108098 0.03 -0.02 0.00
H 0.957659 -0.901314 -1.187086 0.05 0.07 0.09
H 0.708351 -3.449036 1.985152 -0.41 -0.45 -0.04
H 3.818758 -2.986712 1.188192 0.04 -0.16 0.07
H -1.341848 -4.677790 -1.167753 -0.07 -0.27 -0.01
C -0.935498 2.267177 2.036046 -0.02 0.65 0.37
C 0.106771 1.957316 2.652392 -0.03 0.00 0.10
C 1.201313 1.547230 3.344344 0.02 -0.16 -0.07
C 2.505596 2.112779 2.995798 0.07 -0.02 -0.04
C 2.766492 2.444761 1.663209 -0.02 -0.04 -0.02
C 3.992927 2.973334 1.308907 0.01 0.01 0.01
C 4.963419 3.195927 2.278536 -0.02 -0.02 0.01
C 4.704915 2.887077 3.606671 0.01 0.01 -0.02
C 3.484846 2.339148 3.964895 -0.03 0.02 0.04
C 1.045289 0.518609 4.364790 0.03 0.02 -0.02
C 2.097603 -0.356255 4.657955 0.04 0.00 -0.04
C 1.905497 -1.399314 5.543666 0.00 -0.01 0.02
C 0.668784 -1.580418 6.148117 0.02 0.01 -0.03
C -0.385586 -0.722930 5.858546 -0.01 0.00 -0.01
C -0.201488 0.316487 4.969144 -0.04 0.00 -0.02
H 2.011839 2.236173 0.916090 -0.02 -0.04 -0.02
H 4.198305 3.207886 0.272738 0.01 0.00 -0.02
H 5.923063 3.609877 1.998501 0.01 0.01 0.00
H 5.454538 3.073682 4.363561 0.01 0.00 0.01
H 3.274849 2.117470 5.002747 0.00 -0.04 0.00
H 3.039199 -0.256648 4.136409 0.02 0.02 0.00
H 2.713498 -2.090144 5.741186 0.01 -0.01 0.00
H 0.518556 -2.406574 6.830366 0.00 -0.01 0.01
H -1.357153 -0.884476 6.302253 -0.03 0.00 0.01
H -1.019981 0.980830 4.723939 0.00 0.00 0.00
C 3.335245 0.631560 -2.384227 -0.01 0.11 -0.03
N 2.202662 0.672556 -3.301980 -0.27 -0.11 -0.02
C 2.271463 -0.292248 -4.382806 0.08 -0.03 0.00
P 0.822041 1.432020 -2.795095 -0.07 0.13 0.04
O 0.453209 1.104118 -1.387124 0.13 -0.07 0.02
N -0.411186 1.056410 -3.826091 0.16 -0.11 -0.08
C -0.719907 1.778546 -5.044042 0.01 -0.04 -0.05
C -0.977678 -0.289349 -3.750997 -0.08 0.03 0.02
N 1.106055 3.067012 -2.949745 0.17 -0.15 0.07
C 1.225041 3.887231 -1.752088 -0.10 0.04 -0.02
C 1.942925 3.537775 -4.043000 -0.03 0.03 0.00
H 4.212916 1.106698 -2.833113 0.02 -0.03 0.00
H 3.574606 -0.401797 -2.129699 -0.01 -0.04 0.04
H 3.088161 1.141984 -1.453667 0.00 0.01 0.02
H 3.196433 -0.143731 -4.948014 -0.01 0.00 0.01
H 1.439272 -0.159975 -5.067776 -0.04 0.02 -0.04
H 2.255828 -1.317665 -4.000058 -0.02 0.01 0.01
H -0.463010 2.829041 -4.934501 0.00 0.02 0.00
H -1.795004 1.713766 -5.223998 0.07 -0.01 -0.02
H -0.205148 1.369429 -5.922678 0.03 -0.01 -0.01
H -0.779795 -0.738970 -2.778653 0.01 -0.01 -0.02
H -0.574257 -0.954147 -4.520457 0.01 -0.01 -0.02
H -2.060105 -0.225462 -3.883557 0.03 -0.02 0.00
H 0.759708 3.388258 -0.907304 -0.05 0.00 0.02
H 0.743090 4.856205 -1.906364 0.01 0.02 0.00
H 2.278470 4.067498 -1.508280 0.02 0.01 0.01
H 1.923898 2.841139 -4.878008 -0.02 0.00 -0.02
H 2.986044 3.650755 -3.725826 0.01 0.00 0.00
H 1.583676 4.508248 -4.395438 0.01 0.00 0.00
```
Forces are in eV/Å.

* charge: 0
* Kohn-Sham gap: 5.6 eV
* HOMO: -7.41 eV